(1)
C12H24CuO11S2 as an isolated structure at a distorted geometry. Source: the OMol25 dataset; level of theory: wB97M-V/def2-TZVPD.

As for the highest occupied orbital energy (spin up / spin down): -1.688 / -1.675 eV. The total charge is -2. The molar mass is 472.0 g/mol. For the gap between HOMO and LUMO (spin up / spin down), the calculation gives 6.3 / 6.3 eV. As for the spin multiplicity: 2. The total energy comes out at -101665.888 eV.

Structure (XYZ):
```
50
Properties=species:S:1:pos:R:3:nbo_charge:R:1
Cu 0.33764 -0.70351 0.77720 1.598
S 1.39358 -3.06893 -0.30238 2.595
O 2.68743 -3.17259 -0.95861 -1.068
O 0.60390 -4.29930 -0.39251 -1.073
O 1.41933 -2.56588 1.08664 -1.128
O 0.59765 -1.95774 -0.92637 -1.164
S -0.18183 0.62715 3.18534 2.593
O -1.48694 0.67009 3.83417 -1.089
O -0.21799 1.07969 1.75715 -1.143
O 0.60785 1.61753 3.94687 -1.087
O 0.34903 -0.72182 3.04585 -1.098
C -1.33011 1.60582 -2.89653 -0.421
C -0.39505 2.65886 -2.26150 -0.438
C -0.38018 2.11121 -0.84412 -0.065
O -0.48409 0.67502 -0.98745 -0.564
C -0.68025 0.32997 -2.35666 -0.055
H -1.33733 1.61411 -3.99121 0.189
H -2.34934 1.75355 -2.53791 0.193
H -0.92486 3.60421 -2.39488 0.197
H 0.56176 2.66750 -2.78233 0.195
H -1.26841 2.45722 -0.31893 0.189
H 0.56787 2.26541 -0.33764 0.219
H -1.24022 -0.58782 -2.52745 0.207
H 0.29419 0.15202 -2.82410 0.165
C -3.54923 -2.48877 1.80526 -0.422
C -3.95526 -1.09493 1.46866 -0.437
C -2.89952 -0.67673 0.42999 -0.040
O -1.72887 -1.26559 0.96429 -0.569
C -2.01428 -2.39286 1.76577 -0.073
H -3.86009 -3.13856 0.97101 0.172
H -4.07354 -2.94930 2.64322 0.202
H -3.83366 -0.40260 2.30712 0.235
H -4.99475 -1.03140 1.12822 0.181
H -2.88219 0.40453 0.28869 0.197
H -3.15441 -1.01373 -0.58638 0.145
H -1.74340 -2.18767 2.80213 0.224
H -1.69748 -3.33279 1.31761 0.212
C 3.54585 1.22165 -1.46587 -0.417
C 3.91182 1.79696 -0.09793 -0.444
C 3.01799 1.08362 0.92611 -0.078
O 2.14320 0.30574 0.08576 -0.582
C 2.82806 -0.06245 -1.11185 -0.073
H 4.43154 0.97311 -2.06334 0.192
H 2.99304 1.91922 -2.10027 0.184
H 3.73600 2.87398 -0.08531 0.197
H 4.94800 1.62645 0.20862 0.196
H 2.40169 1.80716 1.46075 0.225
H 3.48874 0.47778 1.69975 0.194
H 2.20364 -0.46546 -1.89823 0.233
H 3.59348 -0.79911 -0.85643 0.197
```

***

(2)
A 2-piece molecular cluster, C2H9NO2 overall at a distorted geometry. Source: the OMol25 dataset; level of theory: wB97M-V/def2-TZVPD.

As for the highest occupied orbital energy: -9.682 eV. The molar mass is 79.1 g/mol. As for the structure (SMILES): NCO.CO. For the gap between HOMO and LUMO, the calculation gives 10.6 eV. The total energy comes out at -7803.976 eV.

Structure (XYZ):
```
14
Properties=species:S:1:pos:R:3:nbo_charge:R:1
N -1.88335 0.72204 -0.51236 -0.850
C -1.40684 -0.02640 -1.63218 0.078
O -0.44944 -1.07797 -1.40326 -0.733
H -1.14752 1.23448 -0.00783 0.365
H -2.35725 0.24654 0.24862 0.359
H -2.26940 -0.56094 -2.00198 0.151
H -0.98539 0.72185 -2.33390 0.175
H -0.97444 -1.66785 -0.85066 0.457
C 2.08211 0.37342 1.60186 -0.261
O 1.01663 -0.50719 1.17473 -0.736
H 2.95674 -0.25940 1.66883 0.169
H 2.17315 1.25035 0.97227 0.172
H 1.88901 0.54322 2.65544 0.183
H 1.35601 -0.99215 0.42044 0.472
```

***

Quick rundown of ΔE to the lowest compared entry with this formula, charge and spin, same order as above: 0.0; 17.3 kcal per mole